Record 1
ORCA calculation (ωB97M-V/def2-TZVPD) on a 2-piece molecular cluster, Cl2H3N2P overall at a distorted geometry.

For the energy relative to the best compared isomer or geometry (same formula, charge and spin), the calculation gives 51.4 kcal/mol. Its LUMO energy is -2.09 eV. The calculation puts the largest force on an atom at 4.1 eV/A. For the HOMO energy, the calculation gives -9.927 eV. The calculation puts the frontier orbital gap at 7.8 eV. As for the net charge: 0.

```
8
Properties=species:S:1:pos:R:3:forces:R:3
N -1.0700 -0.0716 -1.2953 0.3 -0.7 1.3
N 0.9426 0.9486 0.0237 0.0 0.8 -2.7
P -0.3461 -0.0133 0.0814 -1.2 -1.5 -2.8
Cl -1.3532 0.6043 1.5766 -0.9 0.0 1.9
Cl 1.0022 -2.3737 1.1876 -1.1 2.1 -0.8
H -2.0385 -0.3965 -1.2526 0.3 0.0 -0.2
H 1.4941 0.4283 0.6074 3.1 -1.0 2.4
H 1.3688 0.8739 -0.9288 -0.4 0.3 0.9
```
Positions in Å, forces in eV/Å.

Record 2
ORCA calculation (ωB97M-V/def2-TZVPD) on Cl2H3N2P as an isolated structure at a distorted geometry.

For the energy relative to the best compared isomer or geometry (same formula, charge and spin), the calculation gives 68.1 kcal/mol. Its LUMO energy (alpha / beta) is -0.34 / -0.34 eV. The calculation puts the largest force on an atom at 2.5 eV/A. For the HOMO energy (alpha / beta), the calculation gives -9.508 / -9.507 eV. The calculation puts the frontier orbital gap (alpha / beta) at 9.2 / 9.2 eV. As for the net charge: 0.

```
8
Properties=species:S:1:pos:R:3:forces:R:3
N 1.6503 0.2641 -2.0445 1.1 0.1 -1.2
N 0.2017 -0.2111 0.0237 -1.1 0.4 -1.5
P 2.2936 0.0974 -0.7283 -1.6 0.9 0.1
Cl 2.7747 -1.4481 0.3685 0.9 -1.8 0.4
Cl 2.6808 1.4574 0.7004 0.3 0.8 0.0
H -0.3614 0.3138 -0.6900 1.0 -0.7 0.6
H 0.0179 -1.1908 -0.1114 0.1 -0.5 -0.7
H -0.2728 -0.0583 0.8601 -0.7 0.8 2.3
```
Positions in Å, forces in eV/Å.

Record 3
ORCA calculation (ωB97M-V/def2-TZVPD) on the molecule Cl2H3P3 at a distorted geometry.

For the energy relative to the best compared isomer or geometry (same formula, charge and spin), the calculation gives 40.2 kcal/mol. Its LUMO energy is -0.34 eV. The calculation puts the largest force on an atom at 2.6 eV/A. As for the SMILES: ClP=[PH2]PCl. For the HOMO energy, the calculation gives -7.606 eV. The calculation puts the frontier orbital gap at 7.3 eV. As for the net charge: 0.

```
8
Properties=species:S:1:pos:R:3:forces:R:3
Cl -2.7855 -0.3123 -0.9020 -0.7 0.6 -0.7
P -1.9582 -1.1438 0.7797 0.4 0.0 0.1
P 0.0174 -0.6940 0.2419 0.1 1.2 -1.0
P 0.9581 1.3690 0.7395 -2.3 0.1 -1.1
Cl 2.8224 1.5755 -0.1121 -0.3 -0.3 -0.4
H 0.4827 -0.7512 -1.1123 -0.5 -0.4 0.4
H 0.5497 -1.7863 0.8143 1.4 -0.8 0.9
H -0.0865 1.7431 -0.4491 1.9 -0.4 1.7
```
Positions in Å, forces in eV/Å.

Record 4
ORCA calculation (ωB97M-V/def2-TZVPD) on Cl2H42O21Zn as an isolated structure at a distorted geometry.

For the energy relative to the best compared isomer or geometry (same formula, charge and spin), the calculation gives 12.1 kcal/mol. Its LUMO energy is -1.06 eV. The calculation puts the largest force on an atom at 1.4 eV/A. For the HOMO energy, the calculation gives -9.517 eV. The calculation puts the frontier orbital gap at 8.5 eV. As for the net charge: 0.

```
66
Properties=species:S:1:pos:R:3:forces:R:3
Zn 0.4444 -0.0470 -0.0178 -1.1 -0.7 -0.4
Cl 0.8366 -0.4704 -2.4468 -0.2 0.5 0.4
Cl -1.2906 -1.7788 0.4921 0.2 0.4 0.1
O -2.4683 -0.1237 -3.5479 -0.5 0.2 0.1
H -2.6578 -0.6683 -4.3119 -0.1 -0.1 -0.2
H -1.5183 -0.1784 -3.4439 0.7 -0.1 0.2
O 3.7846 -0.3804 2.3219 0.2 0.1 -0.2
H 3.7577 -0.2654 3.2718 -0.2 0.0 0.2
H 4.4472 -1.0566 2.1807 0.4 -0.2 0.0
O -4.3257 -0.1242 -1.1300 -0.5 0.3 0.4
H -3.6441 -0.2958 -0.4803 0.4 -0.2 0.1
H -3.8677 -0.1472 -1.9702 0.4 -0.1 -0.5
O 0.0134 -4.9727 0.6227 0.1 -0.3 0.3
H -0.5218 -4.1820 0.5556 -0.2 0.5 -0.1
H 0.0844 -5.2915 -0.2770 0.0 0.0 -0.3
O -1.4195 5.3833 0.1392 0.3 0.5 -0.2
H -1.8873 5.0804 -0.6391 -0.2 0.0 -0.2
H -1.0763 4.5843 0.5391 -0.1 -0.3 0.2
O 0.1143 -0.4165 4.4894 0.1 0.0 0.1
H 0.1102 0.2644 5.1622 -0.1 0.3 0.3
H 0.0188 -1.2352 4.9760 -0.1 -0.3 0.1
O 1.2552 -2.8119 2.6700 0.1 -0.2 0.3
H 0.3958 -2.4065 2.7846 -0.5 0.1 -0.3
H 1.6013 -2.8958 3.5585 0.3 -0.2 0.1
O -4.6408 -2.9192 0.6575 -0.4 -0.1 0.0
H -4.2870 -3.7568 0.9565 0.1 -0.2 0.1
H -3.9005 -2.3145 0.7069 0.4 0.2 -0.1
O 1.8771 -1.3092 0.5494 0.3 -0.4 -0.8
H 1.5625 -2.0909 1.0034 -0.2 -0.6 0.3
H 2.7032 -1.0959 0.9832 0.1 0.6 0.4
O -1.0152 1.4934 -0.3444 0.3 -0.3 -0.5
H -1.3641 2.0031 -1.0757 0.1 -0.3 -0.5
H -1.3335 1.9458 0.4368 -0.3 0.3 0.9
O 0.3456 0.7746 2.0555 -0.3 -0.2 -0.5
H 0.8016 1.5931 2.2516 0.3 0.7 -0.2
H 0.1804 0.3807 2.9121 0.0 -0.6 0.0
O 3.4644 2.2817 -2.2684 -0.1 0.3 0.1
H 3.7311 1.4053 -2.5462 0.0 -0.4 -0.2
H 4.2843 2.7703 -2.1960 0.2 0.1 -0.1
O 1.3888 3.1440 2.8544 0.1 -0.1 0.2
H 1.4901 3.1816 3.8055 0.0 0.0 0.3
H 1.4681 4.0540 2.5684 0.0 0.3 -0.4
O 0.3733 -3.6982 -4.2398 0.5 -0.1 -0.3
H 0.0669 -2.7995 -4.1180 -0.1 0.3 0.1
H -0.3671 -4.2425 -3.9721 -0.3 0.0 0.2
O 0.5251 1.0176 -5.6746 0.0 0.0 -0.3
H 0.9560 1.0422 -4.8203 0.1 -0.2 0.4
H 0.0170 1.8280 -5.7106 -0.2 0.2 0.0
O -2.0660 -3.8952 -2.5762 0.1 -0.3 -0.3
H -2.9991 -4.1078 -2.5540 -0.3 0.0 0.0
H -1.9469 -3.2632 -1.8672 0.2 0.4 0.4
O 2.1837 4.6489 -0.0722 0.1 -0.1 0.4
H 1.6041 4.7422 -0.8283 -0.3 0.1 -0.2
H 3.0607 4.5789 -0.4493 0.2 0.0 -0.1
O 2.9220 -3.1196 -2.1939 0.5 -0.4 0.0
H 3.3401 -2.6032 -1.5049 -0.1 0.2 0.1
H 2.0869 -2.6788 -2.3510 -0.4 0.2 -0.2
O -2.3819 0.9650 3.7062 -0.2 0.5 0.2
H -2.9716 0.7005 3.0001 -0.2 -0.3 -0.2
H -1.6779 0.3169 3.6863 0.2 -0.3 -0.1
O 1.8701 1.3918 -0.1499 0.4 0.3 0.0
H 2.4432 2.0552 0.2343 -0.1 0.2 0.4
H 1.9682 1.5080 -1.0949 0.2 0.1 -0.7
O -2.3447 2.9900 1.3914 0.1 0.1 -0.1
H -3.1863 2.7205 1.0234 -0.4 0.0 -0.2
H -2.4186 2.7971 2.3260 0.2 -0.2 0.6
```
Positions in Å, forces in eV/Å.

Record 5
ORCA calculation (ωB97M-V/def2-TZVPD) on the molecule Cl2H4Si3 at a distorted geometry.

For the energy relative to the best compared isomer or geometry (same formula, charge and spin), the calculation gives 47.5 kcal/mol. Its LUMO energy (alpha / beta) is -1.99 / -2.38 eV. The calculation puts the largest force on an atom at 2.2 eV/A. For the HOMO energy (alpha / beta), the calculation gives -9.068 / -8.588 eV. The calculation puts the frontier orbital gap (alpha / beta) at 7.1 / 6.2 eV. As for the net charge: 0.

```
9
Properties=species:S:1:pos:R:3:forces:R:3
Si -1.2564 -0.1248 1.8627 -0.7 1.9 -0.9
Si 1.1737 0.3570 -1.6475 -0.6 0.9 -1.5
Si -0.1118 -0.7262 -0.0419 1.2 -0.9 1.0
Cl 1.2909 -1.7050 1.2879 0.2 0.1 -0.8
Cl -0.9436 -2.1782 -1.1813 -0.6 -0.6 -0.3
H -0.5674 0.8993 2.7093 0.4 -0.6 0.2
H -2.0268 0.9639 1.1567 -0.8 -0.3 0.3
H 0.6971 0.9651 -3.0806 0.2 -1.0 1.6
H 1.7443 1.5488 -1.0653 0.6 0.5 0.4
```
Positions in Å, forces in eV/Å.

Record 6
ORCA calculation (ωB97M-V/def2-TZVPD) on Cl2H8NiO4 as an isolated structure at a distorted geometry.

The expectation value of S² is 2.0038. For the energy relative to the best compared isomer or geometry (same formula, charge and spin), the calculation gives 2.9 kcal/mol. Its LUMO energy (alpha / beta) is -0.73 / -0.73 eV. The calculation puts the largest force on an atom at 1.5 eV/A. For the HOMO energy (alpha / beta), the calculation gives -8.231 / -8.251 eV. As for the spin multiplicity: 3. The calculation puts the frontier orbital gap (alpha / beta) at 7.5 / 7.5 eV. As for the net charge: 0.

```
15
Properties=species:S:1:pos:R:3:forces:R:3
Ni 0.5977 -0.3199 0.2280 1.3 -0.9 0.0
Cl 2.3063 -1.4109 -1.1213 -0.7 0.5 0.5
Cl 1.3125 -0.7010 2.4173 -0.4 0.2 -0.4
O -1.1984 0.7885 0.9091 -0.4 0.3 0.2
H -2.0192 0.9883 0.4431 0.1 -0.2 0.0
H -1.4317 0.7335 1.8486 0.4 -0.1 -0.1
O 1.4554 1.5543 0.1594 -0.1 0.8 -0.3
H 2.2411 1.9566 0.5492 0.0 -0.5 0.1
H 0.9454 2.2794 -0.2175 0.1 0.0 0.1
O -0.3680 0.2144 -1.7097 -0.5 0.4 -0.1
H -0.7403 -0.2956 -2.4402 0.4 -0.1 0.1
H -0.6414 1.1272 -1.8646 0.1 -0.1 -0.1
O -0.5893 -1.9968 0.2504 -0.8 -0.6 0.0
H -1.4011 -2.1339 -0.2500 0.2 0.1 0.0
H -0.4690 -2.7841 0.7983 0.4 0.3 0.0
```
Positions in Å, forces in eV/Å.